(1)
Molecular formula: C29H43InN7O3S
Method: DFT, ωB97M-V with the def2-TZVPD basis set

Calculated values
Kohn-Sham gap ... 0.2846 Ha
Charge ... -1
Multiplicity ... 1
Energy above the lowest of the compared OMol25 structures with the same formula, charge and spin ... 2.0020 eV

Element x y z (Å)
C 2.546 -4.731 -1.003
C 2.890 -3.130 -0.999
C 1.883 -2.459 0.102
O 2.002 -1.014 0.176
C 0.626 -0.459 0.282
In -0.298 -0.268 -1.793
N 0.815 -1.236 -3.333
C -2.400 -1.124 -1.861
C -2.254 -2.737 -1.860
O -3.256 -3.309 -0.962
C -2.831 -3.305 0.401
C -1.542 -4.162 0.922
O -3.463 -2.660 1.313
N -0.540 1.881 -2.124
C -1.038 2.281 -0.992
S -1.713 2.698 0.512
H 1.459 -4.838 -0.601
H 3.234 -5.247 -0.229
H 2.677 -5.168 -2.055
H 2.697 -2.690 -2.057
H 3.994 -3.023 -0.700
H 2.077 -2.977 1.122
H 0.812 -2.693 -0.271
H -0.012 -1.137 0.984
H 0.670 0.578 0.813
H 0.800 -2.269 -3.181
H 1.792 -0.902 -3.371
H -3.114 -0.708 -1.064
H -2.832 -0.821 -2.895
H -2.500 -3.094 -2.934
H -1.163 -3.024 -1.589
H -1.299 -4.929 0.090
H -1.827 -4.710 1.896
H -0.657 -3.468 1.172
N -5.239 1.808 1.002
C -6.191 1.381 0.115
C -7.380 1.259 0.794
C -7.137 1.631 2.139
C -5.808 1.968 2.237
H -4.269 1.978 0.779
H -5.940 1.200 -0.920
H -8.320 0.938 0.369
H -7.855 1.652 2.947
H -5.219 2.306 3.077
N -2.812 4.731 3.038
C -2.323 4.511 4.297
C -2.888 5.439 5.140
C -3.754 6.244 4.360
C -3.689 5.782 3.067
H -2.565 4.200 2.215
H -1.615 3.717 4.485
H -2.699 5.526 6.200
H -4.359 7.070 4.706
H -4.189 6.110 2.168
N 5.357 -0.609 0.018
C 6.261 -1.329 -0.715
C 7.397 -0.567 -0.853
C 7.171 0.655 -0.173
C 5.904 0.598 0.357
H 4.428 -0.921 0.271
H 6.020 -2.317 -1.076
H 8.293 -0.858 -1.385
H 7.859 1.483 -0.081
H 5.346 1.313 0.944
N -7.629 4.127 -3.752
C -7.299 3.887 -5.060
C -6.173 3.100 -5.076
C -5.813 2.851 -3.728
C -6.731 3.495 -2.934
H -8.411 4.682 -3.441
H -7.892 4.297 -5.864
H -5.665 2.742 -5.960
H -4.975 2.265 -3.377
H -6.822 3.559 -1.859
N 9.368 -1.877 1.220
C 9.990 -2.936 0.615
C 10.567 -3.707 1.595
C 10.277 -3.094 2.839
C 9.533 -1.969 2.576
H 8.864 -1.144 0.741
H 9.970 -3.048 -0.459
H 11.134 -4.613 1.435
H 10.578 -3.438 3.818
H 9.109 -1.226 3.236


(2)
Molecular formula: C5H3I
Method: DFT, ωB97M-V with the def2-TZVPD basis set

Calculated values
Kohn-Sham gap ... 0.3355 Ha
Charge ... 0
Multiplicity ... 1
Energy above the lowest of the compared OMol25 structures with the same formula, charge and spin ... 0.2924 eV

Element x y z (Å)
C -2.172 0.097 -0.158
C -0.788 0.199 -0.002
C 0.360 -0.039 0.239
C 1.877 -0.085 0.283
C 3.115 -0.048 0.368
I 5.153 0.004 0.002
H -2.693 0.927 -0.403
H -2.591 -0.486 0.618
H -2.262 -0.569 -0.946


(3)
Molecular formula: C4H11N2S
Method: DFT, ωB97M-V with the def2-TZVPD basis set

Calculated values
Kohn-Sham gap (spin up / spin down) ... 0.2861 / 0.2862 Ha
Charge ... +1
Multiplicity ... 1
Energy above the lowest of the compared OMol25 structures with the same formula, charge and spin ... 2.8685 eV

Element x y z (Å)
C 0.580 -2.100 -0.713
C -2.674 0.343 0.182
C 2.109 1.404 0.855
C 0.952 -0.932 0.093
N -1.097 1.374 -1.098
N -1.329 0.585 -0.197
S 1.778 0.344 -0.577
H 0.664 -1.903 -1.780
H 1.250 -2.932 -0.466
H -0.422 -2.451 -0.472
H -2.902 1.004 1.028
H -2.763 -0.686 0.532
H -3.384 0.565 -0.622
H 1.184 1.605 1.386
H 2.534 2.331 0.480
H 2.827 0.913 1.505
H 0.774 -0.943 1.157
H -0.082 1.480 -1.293


(4)
Molecular formula: C32H64F24N8O24S8
Method: DFT, ωB97M-V with the def2-TZVPD basis set

Calculated values
Kohn-Sham gap ... 0.2872 Ha
Charge ... 0
Multiplicity ... 1
Energy above the lowest of the compared OMol25 structures with the same formula, charge and spin ... 0.5827 eV

Element x y z (Å)
C -6.822 -3.006 -2.895
O -6.367 -1.839 -2.149
C -5.578 -2.285 -1.108
C -4.582 -1.178 -0.655
N -5.206 -0.020 0.092
H -6.001 -0.328 0.663
H -4.463 0.275 0.760
C -5.603 1.128 -0.694
C -4.353 1.828 -1.231
O -3.511 1.976 -0.118
C -2.132 2.209 -0.430
H -7.301 -2.642 -3.781
H -7.518 -3.585 -2.301
H -5.886 -3.496 -3.193
H -4.934 -3.139 -1.337
H -6.176 -2.631 -0.229
H -4.007 -0.818 -1.493
H -3.834 -1.708 -0.031
H -6.195 1.780 -0.047
H -6.246 0.785 -1.490
H -4.574 2.803 -1.647
H -3.824 1.281 -2.024
H -2.017 3.239 -0.811
H -1.829 1.432 -1.137
H -1.590 2.192 0.527
C 4.620 -2.604 -5.222
O 4.098 -1.386 -4.773
C 2.703 -1.341 -4.958
C 2.233 0.071 -4.726
N 2.420 0.444 -3.303
H 1.723 -0.011 -2.704
H 3.328 0.083 -2.956
C 2.295 1.971 -2.978
C 0.922 2.503 -3.013
O 0.400 2.330 -4.335
C -0.902 2.933 -4.364
H 4.075 -2.958 -6.117
H 4.642 -3.350 -4.446
H 5.647 -2.356 -5.597
H 2.144 -2.068 -4.375
H 2.438 -1.534 -5.989
H 1.157 0.203 -4.791
H 2.765 0.837 -5.315
H 2.918 2.555 -3.623
H 2.662 2.080 -1.973
H 1.060 3.568 -2.753
H 0.218 2.058 -2.308
H -1.576 2.516 -3.632
H -1.336 2.782 -5.351
H -0.823 4.011 -4.208
C 3.492 -3.634 -0.907
O 4.402 -2.845 -1.660
C 5.161 -1.960 -0.897
C 6.132 -1.269 -1.837
N 6.821 -2.364 -2.650
H 7.120 -3.113 -1.991
H 6.026 -2.859 -3.118
C 7.853 -2.038 -3.573
C 8.494 -3.306 -4.185
O 7.537 -4.307 -4.389
C 8.055 -5.576 -4.766
H 3.006 -4.310 -1.617
H 2.713 -3.049 -0.404
H 4.121 -4.221 -0.222
H 5.732 -2.515 -0.127
H 4.559 -1.211 -0.387
H 6.915 -0.716 -1.286
H 5.506 -0.680 -2.511
H 8.624 -1.489 -3.015
H 7.359 -1.345 -4.275
H 9.274 -3.705 -3.512
H 9.110 -3.002 -5.028
H 7.268 -6.344 -4.727
H 8.784 -5.906 -4.049
H 8.385 -5.534 -5.797
C -3.580 -1.697 2.853
O -4.013 -0.351 2.488
C -4.672 0.289 3.577
C -5.018 1.794 3.413
N -3.737 2.569 3.113
H -3.044 2.290 3.850
H -3.388 2.295 2.208
C -3.867 4.045 3.230
C -2.522 4.774 3.275
O -1.731 4.301 2.240
C -0.363 4.766 2.336
H -2.958 -2.106 2.090
H -4.500 -2.304 2.954
H -3.033 -1.608 3.769
H -4.094 0.198 4.503
H -5.665 -0.143 3.755
H -5.405 2.170 4.372
H -5.764 1.972 2.669
H -4.400 4.273 4.153
H -4.489 4.385 2.370
H -2.035 4.527 4.240
H -2.675 5.869 3.232
H -0.235 5.825 2.595
H 0.074 4.686 1.332
H 0.171 4.175 3.072
C 1.142 0.837 1.149
F 1.090 1.938 0.479
F 2.150 0.944 2.039
F 0.088 0.577 1.809
S 1.619 -0.561 0.067
O 2.837 -0.037 -0.647
O 1.751 -1.702 0.952
N 0.540 -0.487 -1.138
S -0.842 -1.384 -1.132
O -1.517 -1.758 0.093
O -1.631 -0.801 -2.225
C -0.377 -3.069 -1.825
F 0.626 -2.961 -2.777
F 0.135 -3.941 -0.985
F -1.425 -3.621 -2.462
C -4.332 0.385 7.667
F -5.144 -0.174 6.811
F -5.026 0.525 8.783
F -3.314 -0.459 7.905
S -3.941 2.119 7.089
O -5.142 2.553 6.376
O -3.434 2.798 8.229
N -2.862 1.854 5.981
S -1.222 1.839 6.357
O -0.683 3.166 6.120
O -0.870 1.185 7.557
C -0.758 0.769 4.944
F 0.561 0.578 5.178
F -1.373 -0.348 4.691
F -0.899 1.577 3.817
C -1.518 -5.068 3.608
F -0.508 -5.581 4.227
F -2.675 -5.224 4.265
F -1.310 -3.754 3.433
S -1.565 -6.192 2.067
O -0.672 -5.525 1.026
O -1.246 -7.504 2.597
N -3.167 -6.284 1.675
S -3.580 -5.556 0.345
O -3.738 -4.101 0.445
O -3.125 -6.052 -0.907
C -5.306 -6.117 0.450
F -5.812 -5.724 -0.816
F -5.324 -7.468 0.501
F -6.142 -5.611 1.323
C 3.624 4.414 -0.245
F 2.612 3.597 -0.545
F 4.243 3.890 0.893
F 4.429 4.437 -1.262
S 2.955 6.181 0.148
O 1.730 6.199 -0.659
O 2.874 6.304 1.585
N 4.126 7.081 -0.558
S 4.870 8.161 0.206
O 5.508 8.975 -0.803
O 4.254 8.781 1.307
C 6.215 7.167 0.994
F 7.003 6.440 0.099
F 6.943 8.152 1.558
F 5.767 6.354 1.951


(5)
Molecular formula: C4H10NS
Method: DFT, ωB97M-V with the def2-TZVPD basis set

Calculated values
Kohn-Sham gap (spin up / spin down) ... 0.3311 / 0.1708 Ha
Charge ... +1
Multiplicity ... 1
Energy above the lowest of the compared OMol25 structures with the same formula, charge and spin ... 6.3090 eV

Element x y z (Å)
C -3.002 -0.307 0.109
C -2.269 0.956 0.274
C -0.424 -0.732 0.155
C 3.487 -0.061 0.137
N -1.502 -0.065 -0.458
S 5.150 0.065 -0.012
H -3.154 -1.010 0.927
H -3.731 -0.386 -0.706
H -2.479 1.884 -0.177
H -1.690 1.306 1.112
H -0.405 -0.493 1.132
H -0.026 -1.662 -0.405
H 3.066 -0.577 1.092
H 2.954 0.698 -0.387
H -1.324 0.134 -1.411
H 5.349 0.253 -1.383


(6)
Molecular formula: C5H22N2O7
Method: DFT, ωB97M-V with the def2-TZVPD basis set

Calculated values
Kohn-Sham gap ... 0.3071 Ha
Charge ... 0
Multiplicity ... 1
Energy above the lowest of the compared OMol25 structures with the same formula, charge and spin ... 4.7769 eV

Element x y z (Å)
C -2.668 -1.763 0.449
C -1.602 -0.966 0.299
N -0.342 -1.206 0.903
C -1.645 0.050 -0.781
C -0.991 -0.447 -2.141
N 0.427 -0.036 -2.116
C -1.681 0.085 -3.344
O -0.936 0.474 -4.174
H -3.527 -1.594 -0.083
H -2.607 -2.602 1.079
H 0.553 -0.858 0.387
H -0.120 -1.616 1.756
H -1.164 1.100 -0.522
H -2.600 0.386 -1.018
H -1.140 -1.557 -2.099
H 0.883 -0.518 -2.821
H 0.853 0.905 -1.953
H -2.801 0.232 -3.387
O 0.100 1.292 3.001
H 0.687 1.161 3.641
H -0.171 2.213 2.728
O -1.842 0.643 4.323
H -1.748 0.323 3.335
H -1.566 1.540 4.147
O 2.637 2.746 1.444
H 2.683 2.053 0.727
H 2.627 2.382 2.375
O 2.472 -1.164 1.624
H 3.298 -0.660 1.880
H 2.365 -1.355 0.649
O 1.406 -2.756 -0.481
H 1.443 -3.668 -0.666
H 0.728 -2.709 0.185
O 2.137 2.375 -2.839
H 1.971 2.200 -3.786
H 1.883 3.315 -2.719